Entry 1:
C6H9NO | ωB97M-V with the def2-TZVPD basis set

ORCA input file:
```
! wB97M-V def2-TZVPD RIJCOSX def2/J DEFGRID3
* xyz 0 1
C -3.344 -0.191 0.008
C -2.863 1.120 -0.116
C -1.475 1.165 -0.309
N -0.643 0.022 -0.154
C -1.180 -1.230 -0.061
C -2.587 -1.321 -0.064
H -4.426 -0.046 0.018
H -3.617 1.855 -0.352
H -1.015 2.341 -0.032
H -0.296 -1.989 0.260
H -3.008 -2.418 -0.267
C 4.289 0.204 0.514
O 3.975 -0.330 -0.861
H 5.366 0.660 0.322
H 3.459 0.900 0.805
H 4.303 -0.701 1.210
H 3.060 -0.039 -0.921
*
```

DFT total energy	-9901.95756	eV
energy above the lowest of the compared OMol25 structures with the same formula, charge and spin	351.8	kJ/mol
HOMO level	-9.735	eV
SMILES string	c1ccncc1.CO
maximum force	4.2	eV Å⁻¹

---

Entry 2:
C24H41MnN12O2S2Si | ωB97M-V with the def2-TZVPD basis set

ORCA input file:
```
! wB97M-V def2-TZVPD RIJCOSX def2/J DEFGRID3
* xyz 1 2
Mn -0.229 -0.545 0.447
C -3.748 1.264 -2.199
N -3.570 -0.176 -2.321
C -3.915 -0.724 -3.629
C -2.540 -0.729 -1.600
N -1.717 -0.067 -0.875
N -2.461 -2.114 -1.689
C -1.454 -2.902 -1.139
N -1.748 -4.235 -1.156
N -0.397 -2.399 -0.634
H -4.703 1.533 -2.641
H -2.956 1.828 -2.706
H -3.767 1.556 -1.149
H -4.787 -0.192 -3.999
H -4.191 -1.776 -3.579
H -3.102 -0.611 -4.352
H -1.835 0.936 -0.961
H -3.301 -2.583 -1.977
H -2.467 -4.610 -1.748
H -1.075 -4.878 -0.781
H 0.176 -3.113 -0.198
C -1.442 5.326 0.940
Si -0.050 5.182 -0.293
C -0.612 5.949 -1.910
C 1.453 6.098 0.348
C 0.534 3.421 -0.717
C 1.455 3.351 -1.755
C 1.976 2.139 -2.199
C 1.561 0.997 -1.553
N 0.701 1.019 -0.533
C 0.173 2.197 -0.112
S -0.955 2.039 1.223
H -1.684 6.390 1.035
H -1.171 4.941 1.921
H -2.338 4.798 0.614
H -0.914 6.987 -1.755
H -1.476 5.412 -2.310
H 0.164 5.945 -2.677
H 1.214 7.143 0.554
H 2.279 6.080 -0.367
H 1.810 5.648 1.277
H 1.775 4.263 -2.250
H 2.674 2.087 -3.023
H 1.905 0.019 -1.857
S 2.602 0.527 4.191
C 2.276 -1.151 4.197
C 1.374 -1.444 3.229
N 0.922 -0.366 2.501
C 1.497 0.729 2.913
H 2.755 -1.826 4.885
H 1.019 -2.431 2.980
H 1.267 1.696 2.494
N 1.900 -1.424 0.278
C 2.900 -1.802 -0.158
N 4.047 -2.248 -0.637
C 4.054 -3.418 -1.522
C 5.425 -4.065 -1.437
O 6.439 -3.128 -1.742
C 6.453 -2.068 -0.805
C 5.146 -1.297 -0.854
H 3.848 -3.108 -2.552
H 3.276 -4.107 -1.195
H 5.509 -4.872 -2.163
H 5.581 -4.475 -0.431
H 7.286 -1.420 -1.071
H 6.617 -2.461 0.205
H 5.034 -0.816 -1.832
H 5.107 -0.535 -0.077
C -4.616 -1.704 3.832
N -3.477 -2.015 2.998
C -2.647 -3.188 3.156
C -1.504 -2.883 2.196
O -0.598 -3.658 1.964
N -1.687 -1.625 1.664
C -2.831 -1.160 2.185
N -3.310 0.043 1.875
H -5.126 -2.631 4.087
H -5.331 -1.088 3.289
H -4.323 -1.198 4.756
H -3.162 -4.105 2.863
H -2.266 -3.303 4.173
H -2.657 0.682 1.415
H -4.039 0.447 2.436
*
```

DFT total energy	-108395.83572	eV
energy above the lowest of the compared OMol25 structures with the same formula, charge and spin	121.8	kJ/mol
HOMO level (alpha / beta)	-9.626 / -9.568	eV
maximum force	1.1	eV Å⁻¹

---

Entry 3:
C36H33F3MoNO2P2S3Se2 | ωB97M-V with the def2-TZVPD basis set

ORCA input file:
```
! wB97M-V def2-TZVPD RIJCOSX def2/J DEFGRID3
* xyz -1 3
Mo 0.146 -0.361 -0.492
S -0.674 -1.335 1.858
P 0.905 -0.176 2.263
C 1.102 0.836 0.865
P 1.474 2.537 0.684
S -0.090 3.729 0.585
C 2.657 3.156 1.951
C 3.889 2.535 2.112
C 4.805 3.006 3.040
C 4.496 4.116 3.816
C 3.277 4.755 3.644
C 2.365 4.282 2.710
C 2.529 2.726 -0.794
C 2.479 3.899 -1.539
C 3.371 4.100 -2.583
C 4.316 3.129 -2.890
C 4.357 1.949 -2.159
C 3.464 1.747 -1.117
C 2.356 -1.283 2.479
C 2.337 -2.538 1.877
C 3.454 -3.360 1.924
C 4.596 -2.950 2.594
C 4.614 -1.714 3.226
C 3.500 -0.889 3.170
C 0.726 0.640 3.879
C 0.054 1.857 3.941
C -0.189 2.457 5.168
C 0.221 1.838 6.340
C 0.863 0.609 6.285
C 1.112 0.010 5.060
H 4.139 1.679 1.499
H 5.759 2.506 3.160
H 5.205 4.482 4.547
H 3.032 5.624 4.243
H 1.406 4.766 2.570
H 1.733 4.645 -1.290
H 3.327 5.015 -3.160
H 5.010 3.283 -3.707
H 5.070 1.174 -2.410
H 3.467 0.807 -0.574
H 1.445 -2.859 1.351
H 3.429 -4.323 1.429
H 5.466 -3.594 2.634
H 5.494 -1.393 3.771
H 3.514 0.052 3.695
H -0.287 2.339 3.031
H -0.701 3.411 5.203
H 0.034 2.309 7.297
H 1.169 0.113 7.198
H 1.605 -0.954 5.023
O -2.148 -0.579 -3.684
C -3.449 -0.959 -3.278
C -3.543 -1.493 -1.843
C -4.995 -2.034 -1.785
O -5.427 -2.462 -0.504
C -2.628 -2.685 -1.545
Se -0.665 -2.557 -1.611
C -3.443 -0.406 -0.769
Se -1.963 0.873 -0.816
H -2.161 -0.478 -4.641
H -3.825 -1.749 -3.943
H -4.139 -0.106 -3.353
H -5.095 -2.855 -2.508
H -5.690 -1.241 -2.077
H -4.736 -3.023 -0.135
H -2.875 -3.505 -2.224
H -2.846 -3.030 -0.528
H -3.424 -0.868 0.218
H -4.333 0.224 -0.813
F 4.429 -0.741 -5.294
C 3.867 -1.103 -4.116
F 4.858 -1.070 -3.202
F 3.497 -2.386 -4.247
C 2.723 -0.202 -3.757
C 2.356 0.828 -4.595
C 1.289 1.656 -4.262
C 0.608 1.404 -3.093
N 0.972 0.417 -2.271
C 2.022 -0.388 -2.552
S 2.310 -1.534 -1.300
H 2.905 0.989 -5.513
H 0.992 2.478 -4.896
H -0.249 1.986 -2.779
*
```

DFT total energy	-235242.29577	eV
energy above the lowest of the compared OMol25 structures with the same formula, charge and spin	6.3	kJ/mol
HOMO level (alpha / beta)	-3.954 / -4.406	eV
maximum force	1.2	eV Å⁻¹

---

Entry 4:
C46H35N10O5SY | ωB97M-V with the def2-TZVPD basis set

ORCA input file:
```
! wB97M-V def2-TZVPD RIJCOSX def2/J DEFGRID3
* xyz 0 1
Y 0.053 -0.110 0.192
O 2.067 -1.814 3.628
C 1.789 -1.185 2.606
N 1.180 -1.597 1.487
C 0.778 -2.935 1.247
C 0.835 -3.984 2.158
C 0.357 -5.245 1.804
C -0.176 -5.467 0.548
C -0.230 -4.434 -0.385
C 0.247 -3.174 -0.050
N 0.285 -2.059 -0.910
C 0.308 -2.141 -2.242
O 0.022 -3.069 -2.994
C 0.911 -0.875 -2.860
C 1.186 -0.857 -4.217
C 1.904 0.206 -4.738
C 2.329 1.210 -3.883
C 1.973 1.137 -2.549
N 1.261 0.128 -2.038
C 2.154 0.303 2.561
C 2.607 0.913 3.719
C 2.933 2.257 3.676
C 2.791 2.949 2.481
C 2.307 2.266 1.382
N 2.003 0.967 1.410
H 1.255 -3.804 3.135
H 0.410 -6.051 2.525
H -0.547 -6.448 0.277
H -0.625 -4.595 -1.376
H 0.855 -1.698 -4.809
H 2.148 0.239 -5.792
H 2.919 2.044 -4.236
H 2.267 1.915 -1.856
H 2.699 0.308 4.609
H 3.294 2.762 4.563
H 3.031 3.999 2.393
H 2.143 2.780 0.441
C -12.806 -6.210 0.263
O -12.265 -5.351 -0.726
C -11.014 -4.860 -0.520
C -10.243 -5.121 0.606
C -8.974 -4.558 0.705
C -8.466 -3.743 -0.293
C -9.255 -3.493 -1.418
C -10.511 -4.042 -1.534
C -7.133 -3.130 -0.218
N -6.584 -2.408 -1.165
C -5.353 -2.051 -0.663
C -5.164 -2.558 0.588
N -6.314 -3.259 0.873
C -3.981 -2.334 1.359
C -3.768 -2.829 2.650
C -2.600 -2.533 3.298
C -1.648 -1.758 2.630
N -1.822 -1.295 1.408
C -2.976 -1.559 0.764
C -3.156 -1.009 -0.581
N -2.152 -0.271 -1.108
C -2.302 0.210 -2.329
C -3.450 0.013 -3.102
C -4.477 -0.723 -2.577
C -4.337 -1.253 -1.290
H -13.787 -6.505 -0.096
H -12.908 -5.691 1.219
H -12.186 -7.099 0.396
H -10.605 -5.752 1.402
H -8.390 -4.786 1.588
H -8.858 -2.860 -2.200
H -11.127 -3.854 -2.402
H -6.536 -3.736 1.728
H -4.518 -3.446 3.130
H -2.390 -2.899 4.291
H -0.709 -1.521 3.113
H -1.479 0.792 -2.724
H -3.503 0.437 -4.094
H -5.390 -0.911 -3.127
N -2.424 3.680 -0.020
C -1.115 3.886 -0.255
S -0.259 2.850 -1.279
N -0.584 4.962 0.366
C 0.740 5.460 0.352
C 1.185 6.073 1.520
C 2.459 6.611 1.586
C 3.306 6.533 0.488
C 2.847 5.938 -0.678
C 1.565 5.411 -0.763
H -2.749 2.728 -0.162
H -2.879 4.148 0.749
H -1.168 5.394 1.068
H 0.536 6.110 2.387
H 2.792 7.081 2.502
H 4.305 6.942 0.537
H 3.488 5.891 -1.548
H 1.212 4.969 -1.681
O -2.940 1.432 1.552
C -1.895 1.679 2.149
O -0.703 1.448 1.757
H -1.965 2.185 3.134
*
```

DFT total energy	-85296.44525	eV
energy above the lowest of the compared OMol25 structures with the same formula, charge and spin	57.1	kJ/mol
HOMO level	-6.854	eV
maximum force	1.4	eV Å⁻¹

---

Entry 5:
C55H86BrN2O18 | ωB97M-V with the def2-TZVPD basis set

ORCA input file:
```
! wB97M-V def2-TZVPD RIJCOSX def2/J DEFGRID3
* xyz 1 1
C 3.953 -0.352 -0.898
C 3.130 -0.380 0.167
C 1.643 -0.153 0.067
C 0.877 -1.477 0.380
C 1.771 -2.630 0.905
C 2.472 -3.393 -0.214
O 3.751 -3.758 0.305
C -0.244 -1.378 1.390
Br -1.555 -2.795 1.179
N -1.010 -0.076 1.513
N -1.322 0.069 2.891
C -0.414 1.156 0.791
C -0.988 2.373 1.534
O -0.970 1.392 -0.506
C -1.153 0.386 -1.400
O -1.650 -0.666 -1.100
C -0.829 0.725 -2.816
C -1.736 1.558 -3.485
C -1.549 1.876 -4.827
C -0.426 1.377 -5.469
C 0.469 0.557 -4.802
C 0.282 0.210 -3.474
C 1.123 1.164 0.793
C 1.686 2.253 -0.133
C 1.555 3.731 0.303
C 0.797 4.532 -0.744
O 1.595 4.521 -1.916
C 1.683 1.132 2.225
C 3.027 1.841 2.472
C 3.793 1.191 3.654
C 5.162 0.669 3.194
C 6.250 1.738 3.256
C 7.420 1.463 2.324
C 7.071 1.679 0.855
H 3.907 0.482 -1.590
H 4.684 -1.139 -1.034
H 3.526 -0.591 1.152
H 1.460 0.068 -0.981
H 0.496 -1.858 -0.564
H 2.452 -2.318 1.690
H 1.094 -3.346 1.372
H 2.580 -2.791 -1.114
H 1.939 -4.324 -0.402
H 4.261 -4.202 -0.378
H 0.171 -1.569 2.370
H -1.920 -0.240 1.069
H -2.254 0.388 3.084
H -0.569 0.410 3.474
H -0.898 3.241 0.901
H -0.521 2.562 2.490
H -2.060 2.246 1.679
H -2.615 1.966 -3.007
H -2.261 2.487 -5.355
H -0.295 1.626 -6.510
H 1.318 0.193 -5.361
H 0.969 -0.459 -2.977
H 1.242 2.177 -1.121
H 2.740 2.072 -0.294
H 1.147 3.882 1.297
H 2.550 4.173 0.325
H 0.668 5.563 -0.412
H -0.164 4.037 -0.912
H 1.058 4.816 -2.656
H 1.010 1.522 2.982
H 1.845 0.085 2.494
H 3.692 1.794 1.617
H 2.820 2.862 2.777
H 3.952 1.907 4.455
H 3.255 0.341 4.071
H 5.456 -0.178 3.812
H 5.109 0.316 2.164
H 5.877 2.744 3.058
H 6.636 1.754 4.277
H 8.255 2.121 2.564
H 7.788 0.442 2.439
H 6.336 0.953 0.507
H 6.712 2.689 0.672
H 7.937 1.535 0.215
O -1.297 -1.893 -8.569
C -2.027 -1.965 -7.626
O -1.834 -1.242 -6.494
C -2.802 -1.614 -5.497
C -3.959 -2.228 -6.272
C -3.242 -2.860 -7.464
H -2.335 -2.327 -4.812
H -3.095 -0.729 -4.937
H -4.548 -2.928 -5.682
H -4.627 -1.439 -6.623
H -2.902 -3.874 -7.249
H -3.846 -2.853 -8.367
O -7.720 -3.733 -1.548
C -6.758 -3.353 -0.960
O -5.500 -3.714 -1.313
C -4.557 -3.203 -0.369
C -5.254 -2.028 0.301
C -6.712 -2.470 0.273
H -4.310 -3.999 0.341
H -3.652 -2.908 -0.896
H -4.873 -1.813 1.299
H -5.131 -1.130 -0.309
H -6.975 -3.072 1.144
H -7.398 -1.636 0.171
O 3.250 -3.264 4.570
C 2.203 -3.802 4.776
O 1.225 -3.222 5.524
C 0.124 -4.136 5.689
C 0.245 -5.119 4.531
C 1.759 -5.177 4.319
H 0.222 -4.624 6.661
H -0.810 -3.578 5.668
H -0.212 -6.084 4.739
H -0.235 -4.705 3.642
H 2.235 -5.926 4.952
H 2.028 -5.340 3.279
O 0.965 0.919 5.343
C 1.168 0.692 6.507
O 1.284 1.648 7.439
C 1.644 1.053 8.707
C 1.197 -0.401 8.602
C 1.379 -0.674 7.109
H 2.723 1.150 8.837
H 1.145 1.593 9.507
H 1.756 -1.072 9.251
H 0.142 -0.484 8.866
H 2.390 -1.007 6.869
H 0.656 -1.376 6.721
O -5.114 1.951 -3.946
C -5.412 2.521 -2.941
O -4.623 3.496 -2.407
C -5.167 3.935 -1.151
C -6.639 3.559 -1.200
C -6.618 2.291 -2.056
H -4.634 3.422 -0.345
H -5.007 5.006 -1.049
H -7.078 3.420 -0.214
H -7.204 4.338 -1.712
H -6.453 1.396 -1.459
H -7.519 2.179 -2.649
O -8.222 -0.264 -1.669
C -9.152 -0.278 -2.436
O -9.697 0.860 -2.922
C -10.854 0.552 -3.725
C -10.665 -0.895 -4.154
C -9.905 -1.483 -2.965
H -11.746 0.691 -3.110
H -10.897 1.240 -4.565
H -11.601 -1.401 -4.379
H -10.038 -0.937 -5.046
H -10.576 -1.845 -2.184
H -9.218 -2.270 -3.255
O 7.795 2.308 -2.667
C 8.965 2.076 -2.580
O 9.750 2.557 -1.589
C 11.122 2.190 -1.824
C 11.059 0.974 -2.740
C 9.794 1.255 -3.551
H 11.631 3.036 -2.290
H 11.601 1.974 -0.872
H 11.955 0.844 -3.343
H 10.921 0.070 -2.146
H 9.998 1.861 -4.434
H 9.271 0.346 -3.831
*
```

DFT total energy	-168300.75620	eV
energy above the lowest of the compared OMol25 structures with the same formula, charge and spin	0.0	kJ/mol
HOMO level	-10.803	eV
maximum force	2.7	eV Å⁻¹

---

Entry 6:
C2H3Cl2FS | ωB97M-V with the def2-TZVPD basis set

ORCA input file:
```
! wB97M-V def2-TZVPD RIJCOSX def2/J DEFGRID3
* xyz 0 3
C 0.824 -0.258 0.847
C -0.078 -0.309 -0.425
F 1.342 -1.442 1.177
S 0.320 1.079 -1.407
Cl -2.568 0.984 0.439
Cl -0.850 -1.729 -1.040
H 0.190 0.128 1.644
H 1.637 0.441 0.605
H -0.815 1.106 -1.842
*
```

DFT total energy	-40716.23073	eV
energy above the lowest of the compared OMol25 structures with the same formula, charge and spin	26.7	kJ/mol
HOMO level (alpha / beta)	-7.998 / -10.530	eV
maximum force	4.8	eV Å⁻¹